[1]
Density functional theory data (the ωB97M-V functional and the def2-TZVPD basis) for a structure of composition C5H11DyFN2OSi at a distorted geometry.

orbital gap (spin up / spin down) = 8.274 / 7.755 eV
<S²> = 9.726

Geometry as ORCA input:
```
! wB97M-V def2-TZVPD RIJCOSX def2/J DEFGRID3
* xyz 3 6
Dy -3.650 0.678 0.386
Si -0.327 -0.919 1.006
F -0.819 -2.527 -1.406
O -1.991 -1.010 -2.511
N 2.861 1.077 0.460
N -0.631 0.308 2.177
C 1.132 1.648 -1.034
C 1.845 0.654 -0.134
C -1.904 -0.851 -0.147
C -1.590 -1.478 -1.500
C 1.338 -0.733 0.032
H 0.078 0.319 2.911
H -2.675 -1.493 0.346
H -0.324 -2.224 1.655
H -0.636 1.261 1.820
H 1.222 -1.111 -0.987
H 3.358 1.972 0.440
H 0.256 1.165 -1.462
H 2.046 -1.322 0.615
H -2.227 0.156 -0.328
H 1.794 1.893 -1.864
H 0.845 2.536 -0.477
*
```

Here are the Löwdin charges for atoms 1 to 4, given in e: Dy 1.983; Si 0.659; F 0.194; O 0.228

---

[2]
Density functional theory data (the ωB97M-V functional and the def2-TZVPD basis) for a structure of composition C5H11EuO4 at a distorted geometry.

ΔE to the lowest compared entry with this formula, charge and spin = 4.493 eV
orbital gap (spin up / spin down) = 6.694 / 8.157 eV
<S²> = 15.772

Geometry as ORCA input:
```
! wB97M-V def2-TZVPD RIJCOSX def2/J DEFGRID3
* xyz 1 8
Eu 0.376 0.977 0.876
O -1.303 1.965 1.236
O -1.362 -0.110 -0.441
O 0.970 -0.969 0.485
O 2.712 1.212 0.541
C 0.250 -1.845 -0.332
C -2.355 1.894 0.338
C -2.634 0.451 -0.076
C 3.333 -0.321 0.038
C -1.195 -1.466 -0.372
H -3.300 2.299 0.752
H 3.661 -1.247 -0.442
H 0.327 -2.893 0.016
H 3.065 2.033 0.196
H -3.325 0.378 -0.929
H -2.146 2.480 -0.584
H -3.034 -0.129 0.770
H 3.789 0.126 -0.866
H 3.482 -0.922 0.954
H -1.985 -2.090 -0.798
H 0.673 -1.822 -1.364
*
```

Here are the Löwdin charges for atoms 1 to 4, given in e: Eu 1.978; O -0.419; O -0.242; O -0.437

---

[3]
Density functional theory data (the ωB97M-V functional and the def2-TZVPD basis) for an isolated molecule of C5H11F at a distorted geometry.

ΔE to the lowest compared entry with this formula, charge and spin = 0.473 eV
orbital gap = 12.391 eV
SMILES string = CC(C)CCF

Geometry as ORCA input:
```
! wB97M-V def2-TZVPD RIJCOSX def2/J DEFGRID3
* xyz 0 1
F 2.632 -0.138 -0.270
C -2.124 -0.991 -0.015
C 0.371 -0.414 -0.332
C -1.009 -0.034 0.298
C -1.371 1.393 -0.146
C 1.554 0.103 0.490
H -2.162 -1.313 -1.024
H -2.320 1.752 0.214
H -0.612 2.177 0.131
H 1.691 -0.336 1.488
H -1.341 1.481 -1.184
H 1.497 1.181 0.669
H 0.450 -1.468 -0.454
H -0.835 -0.140 1.352
H -2.018 -1.915 0.556
H -3.100 -0.592 0.200
H 0.535 0.082 -1.291
*
```

Here are the Löwdin charges for atoms 1 to 4, given in e: F -0.031; C -0.088; C -0.142; C -0.411

---

[4]
Density functional theory data (the ωB97M-V functional and the def2-TZVPD basis) for a cluster of 2 separate species, C5H11F in total.

ΔE to the lowest compared entry with this formula, charge and spin = 3.802 eV
orbital gap (spin up / spin down) = 7.946 / 9.140 eV

Geometry as ORCA input:
```
! wB97M-V def2-TZVPD RIJCOSX def2/J DEFGRID3
* xyz 0 1
F -2.401 1.336 0.182
C 1.811 -0.911 0.361
C -2.844 -0.955 -0.402
C 1.477 0.272 -0.458
C -2.099 0.030 0.410
C 2.008 1.603 -0.105
H 2.889 -0.972 0.534
H 0.821 0.173 -1.303
H 1.268 2.382 -0.285
H -2.466 -1.952 -0.197
H 1.474 -1.833 -0.104
H 1.347 -0.839 1.351
H -3.921 -0.941 -0.186
H -2.729 -0.735 -1.464
H 2.319 1.633 0.938
H -1.840 -0.144 1.443
H 2.886 1.853 -0.715
*
```

Here are the Löwdin charges for atoms 1 to 4, given in e: F -0.030; C -0.147; C -0.102; C -0.215

---

[5]
Density functional theory data (the ωB97M-V functional and the def2-TZVPD basis) for a structure of composition C5H11F2N at a distorted geometry.

ΔE to the lowest compared entry with this formula, charge and spin = 4.542 eV
orbital gap = 9.929 eV

Geometry as ORCA input:
```
! wB97M-V def2-TZVPD RIJCOSX def2/J DEFGRID3
* xyz 0 1
F 1.425 0.382 1.525
F -0.849 -0.101 1.265
N 0.301 -1.084 -0.744
C 0.902 1.278 -1.435
C -1.489 0.589 -1.010
C 0.021 0.314 -0.578
C -0.392 -2.061 0.082
C 0.193 0.613 0.852
H 0.779 0.905 -2.504
H 2.005 1.184 -1.356
H 0.713 2.386 -1.142
H 0.058 -2.003 1.097
H -2.245 0.081 -0.510
H -1.489 1.742 -0.938
H -1.649 -1.468 0.119
H -0.325 -3.060 -0.497
H -1.572 0.199 -2.088
H -0.159 1.743 0.772
H 1.175 -1.051 -0.321
*
```

Here are the Löwdin charges for atoms 1 to 4, given in e: F 0.048; F -0.014; N -0.075; C -0.038

---

[6]
Density functional theory data (the ωB97M-V functional and the def2-TZVPD basis) for a cluster of 2 separate species, C5H11FN2 in total at a distorted geometry.

ΔE to the lowest compared entry with this formula, charge and spin = 6.830 eV
orbital gap (spin up / spin down) = 10.044 / 5.759 eV

Geometry as ORCA input:
```
! wB97M-V def2-TZVPD RIJCOSX def2/J DEFGRID3
* xyz 0 1
F 4.060 1.059 0.042
N 2.708 1.641 0.080
N 3.512 -1.557 -0.244
C 2.377 -1.342 0.036
C -1.989 1.040 0.042
C 0.938 -1.532 0.041
C 0.203 -0.149 0.029
C -1.304 -0.266 0.342
H 4.281 -1.060 0.174
H -1.299 -0.539 1.355
H -1.550 1.933 0.439
H 0.121 0.364 -0.992
H 2.265 1.551 -0.805
H 0.528 -2.118 -0.839
H -1.937 1.169 -1.093
H 0.666 0.540 0.620
H -1.838 -1.051 -0.101
H -3.070 0.955 0.503
H 0.539 -2.082 0.959
*
```

Here are the Löwdin charges for atoms 1 to 4, given in e: F -0.256; N 0.089; N 0.176; C -0.121

---

[7]
Density functional theory data (the ωB97M-V functional and the def2-TZVPD basis) for the ion C5H11FN3O4 with charge +1 at a distorted geometry.

ΔE to the lowest compared entry with this formula, charge and spin = 0.491 eV
orbital gap (spin up / spin down) = 9.271 / 9.272 eV
SMILES string = C[N+](C)(C)CO/[N+]([O-])=C(/F)[N+](=O)[O-]

Geometry as ORCA input:
```
! wB97M-V def2-TZVPD RIJCOSX def2/J DEFGRID3
* xyz 1 1
F 3.139 -2.612 -1.781
O 2.753 -0.028 -1.061
O -0.009 -2.687 -0.567
O 0.495 -0.325 -1.089
O 1.005 -4.200 -1.765
N 0.883 -3.148 -1.276
N -0.701 0.893 0.574
N 1.817 -0.815 -1.237
C 0.268 0.998 -0.580
C -2.038 0.577 0.004
C -0.206 -0.087 1.603
C -0.770 2.255 1.141
C 1.964 -2.077 -1.473
H 1.189 1.417 -0.223
H -0.799 0.246 2.355
H -2.467 1.282 -0.787
H -0.004 1.663 -1.452
H -1.941 -0.489 -0.404
H 0.817 -0.019 1.884
H -1.543 2.443 1.809
H -0.793 2.944 0.352
H -0.470 -1.066 1.507
H 0.160 2.282 1.702
H -2.751 0.554 0.764
*
```

Here are the Löwdin charges for atoms 1 to 4, given in e: F 0.194; O 0.073; O 0.068; O -0.016

---

[8]
Density functional theory data (the ωB97M-V functional and the def2-TZVPD basis) for a cluster of 2 separate species, C5H11IN3 in total at a distorted geometry.

ΔE to the lowest compared entry with this formula, charge and spin = 2.972 eV
orbital gap = 9.573 eV

Geometry as ORCA input:
```
! wB97M-V def2-TZVPD RIJCOSX def2/J DEFGRID3
* xyz 1 1
I 1.807 -1.108 0.329
N -3.001 -0.903 -0.890
N -2.561 0.296 -0.602
N -1.631 -1.104 0.947
C 2.425 0.941 0.063
C 3.067 1.184 -1.248
C -1.824 0.300 0.412
C -2.384 -1.925 -0.037
C 2.242 1.791 1.049
H 2.565 2.813 0.938
H -1.703 -2.568 -0.607
H -0.599 -1.313 0.963
H 1.799 1.532 1.995
H -1.377 1.142 0.891
H 4.025 0.665 -1.301
H -3.154 -2.534 0.444
H 2.449 0.823 -2.070
H -3.398 -1.088 -1.795
H -1.992 -1.193 1.902
H 3.244 2.249 -1.381
*
```

Here are the Löwdin charges for atoms 1 to 4, given in e: I 0.941; N -0.022; N 0.069; N 0.085

---

[9]
Density functional theory data (the ωB97M-V functional and the def2-TZVPD basis) for the ion C5H11INOS with charge +1 at a distorted geometry.

ΔE to the lowest compared entry with this formula, charge and spin = 0.000 eV
orbital gap = 8.648 eV

Geometry as ORCA input:
```
! wB97M-V def2-TZVPD RIJCOSX def2/J DEFGRID3
* xyz 1 1
I 1.322 0.415 -2.900
S 1.242 0.094 1.841
O 2.054 0.979 2.653
N -1.278 -1.196 -1.392
C -0.392 0.850 1.628
C -0.617 -0.053 -0.716
C 1.779 0.452 0.141
C -1.154 -0.135 0.721
C 0.946 -0.231 -0.865
H 2.823 0.353 0.046
H -1.034 0.939 -1.030
H 1.551 1.595 0.055
H 1.164 -1.332 -0.861
H -1.310 -1.221 -2.493
H -0.765 -1.088 1.080
H -2.225 0.056 0.835
H -2.288 -1.349 -1.255
H -0.395 1.818 1.166
H -0.879 1.017 2.659
H -0.542 -1.961 -1.314
*
```

Here are the Löwdin charges for atoms 1 to 4, given in e: I 0.945; S 0.921; O -0.469; N 0.157

---

[10]
Density functional theory data (the ωB97M-V functional and the def2-TZVPD basis) for a structure of composition C5H11N at a distorted geometry.

ΔE to the lowest compared entry with this formula, charge and spin = 6.300 eV
orbital gap (spin up / spin down) = 4.992 / 4.860 eV
<S²> = 0.758

Geometry as ORCA input:
```
! wB97M-V def2-TZVPD RIJCOSX def2/J DEFGRID3
* xyz -1 2
N -0.617 -0.882 -1.607
C 0.818 -0.159 1.028
C 0.535 -0.028 -1.502
C -0.365 -0.983 1.569
C 0.469 0.806 -0.103
C -0.605 1.799 -0.092
H -0.785 2.298 0.869
H -1.008 -0.459 2.265
H -0.095 -1.988 1.840
H -0.616 -1.231 -2.582
H 0.755 -1.081 -1.328
H -0.539 2.505 -0.936
H -0.861 0.554 0.049
H 0.859 0.573 -2.382
H -0.889 -1.057 0.571
H 1.470 0.184 1.863
H 1.475 -0.849 0.479
*
```

Here are the Löwdin charges for atoms 1 to 4, given in e: N -0.225; C -0.285; C -0.436; C -0.136

---

[11]
Density functional theory data (the ωB97M-V functional and the def2-TZVPD basis) for an isolated molecule of C5H11N at a distorted geometry.

ΔE to the lowest compared entry with this formula, charge and spin = 1.225 eV
orbital gap = 8.770 eV
SMILES string = CC/C=C/NC

Geometry as ORCA input:
```
! wB97M-V def2-TZVPD RIJCOSX def2/J DEFGRID3
* xyz 0 1
N -0.200 0.418 1.814
C 1.063 0.395 -2.546
C -0.549 0.324 -0.555
C -0.271 -0.402 3.030
C -0.097 -0.226 0.579
C -0.233 -0.225 -1.933
H -1.238 -0.181 3.498
H -1.041 -0.038 -2.645
H 1.023 0.422 -3.626
H 1.138 1.370 -2.073
H 0.582 -0.161 3.655
H -0.724 1.258 1.784
H -0.386 -1.466 2.827
H 1.884 -0.257 -2.243
H -1.106 1.254 -0.463
H -0.228 -1.290 -1.696
H 0.384 -1.196 0.591
*
```

Here are the Löwdin charges for atoms 1 to 4, given in e: N -0.098; C -0.097; C -0.152; C -0.104

---

[12]
Density functional theory data (the ωB97M-V functional and the def2-TZVPD basis) for a structure of composition C5H11N at a distorted geometry.

ΔE to the lowest compared entry with this formula, charge and spin = 3.735 eV
orbital gap = 10.201 eV

Geometry as ORCA input:
```
! wB97M-V def2-TZVPD RIJCOSX def2/J DEFGRID3
* xyz 0 1
N 1.198 -0.393 0.390
C -1.093 -1.612 0.190
C 0.531 0.194 1.550
C 1.707 0.442 -0.666
C -0.929 0.982 -0.717
C -0.203 -0.400 0.388
H -2.046 -1.453 0.702
H 0.827 -0.263 2.501
H 1.878 -0.179 -1.557
H -0.705 2.068 -0.961
H -1.293 -1.699 -0.883
H -0.691 -2.579 0.528
H -1.119 0.555 -1.713
H -1.827 1.039 -0.135
H 0.363 1.271 1.616
H 2.628 0.966 -0.389
H 0.774 1.061 -0.844
*
```

Here are the Löwdin charges for atoms 1 to 4, given in e: N -0.125; C -0.042; C -0.081; C -0.095